19
Properties=species:S:1:pos:R:3 method="wB97M-V/def2-TZVPD" spin_multiplicity=1 homo_energy_ev=-9.0 gap_ev=9.8 e_above_lowest_kj_mol=341.4 lumo_energy_ev=0.84 charge=0 e_tot_ev=-20639.351
S 0.708 0.592 0.057
H -2.895 -1.274 -0.665
H 2.354 -1.324 0.327
O 0.282 -0.737 -0.139
H 2.754 1.470 0.948
H -2.657 0.352 -1.472
N -2.439 0.303 0.578
C -2.137 -0.564 1.396
C -3.017 -0.172 -0.633
H 0.969 0.875 -2.408
H 3.708 -0.674 1.290
N 2.337 0.549 0.602
C 3.083 -0.638 0.395
H 3.875 -0.584 -0.470
H 0.443 2.226 -1.588
H -4.101 0.077 -0.509
H -2.316 -1.664 1.372
H -1.881 -0.160 2.429
N 0.931 1.347 -1.512

19
Properties=species:S:1:pos:R:3 method="wB97M-V/def2-TZVPD" spin_multiplicity=1 homo_energy_ev="-11.7 / -11.7" gap_ev="6.7 / 6.7" smiles="CN/C=C/[PH2]=S(=N)=[NH2+]" e_above_lowest_kj_mol=487.3 lumo_energy_ev="-4.98 / -4.99" charge=+1 e_tot_ev=-27873.137
H -0.631 -2.412 3.863
H 0.048 -3.230 2.385
C -0.037 -1.107 0.890
P 0.469 -0.021 -1.530
N -0.541 2.790 -2.679
H -1.600 -1.175 1.993
H -0.473 -0.397 -2.616
H -0.972 2.115 -3.298
C -0.630 -0.489 -0.160
N -0.573 -1.240 2.128
S 1.004 2.345 -2.352
H -1.252 3.241 -2.211
H 1.205 -1.154 -1.365
C 0.010 -2.191 2.987
H 2.264 3.339 -0.941
H 1.046 -2.082 3.209
N 1.274 3.097 -1.082
H -1.637 -0.116 -0.122
H 1.025 -1.314 0.901

18
Properties=species:S:1:pos:R:3 method="wB97M-V/def2-TZVPD" spin_multiplicity=1 homo_energy_ev="-12.8 / -12.8" gap_ev="7.2 / 7.2" e_above_lowest_kj_mol=576.7 lumo_energy_ev="-5.55 / -5.54" charge=+1 e_tot_ev=-9238.266
N -0.679 -1.447 -0.195
H -0.065 -1.565 0.633
H 0.534 1.102 -1.588
H 1.797 0.133 2.182
H 1.665 -1.206 -0.263
H -1.147 -2.392 -0.558
H 2.968 -0.043 0.092
H -0.403 1.887 2.141
C -1.158 1.418 1.432
H 0.119 -0.567 -2.240
H -2.106 0.144 -0.607
H -0.869 0.813 -2.515
N -0.609 0.576 0.715
N 2.037 -0.521 0.336
H -2.053 1.918 1.329
C -1.028 -0.104 -0.463
C -0.289 0.331 -1.778
N 1.285 -0.477 1.347

16
Properties=species:S:1:pos:R:3 method="wB97M-V/def2-TZVPD" spin_multiplicity=1 homo_energy_ev=-9.0 gap_ev=9.8 smiles=CCN.CO e_above_lowest_kj_mol=218.2 lumo_energy_ev=0.82 charge=0 e_tot_ev=-6824.984
H -0.547 0.444 0.295
H -2.225 -0.514 0.659
H 0.125 2.547 1.349
H 1.199 -0.584 -1.078
C -1.494 -1.466 0.645
H 1.432 1.313 1.603
H -0.742 -1.538 1.419
H -2.271 -2.252 0.830
O -1.151 -1.474 -0.890
H 1.708 2.702 0.542
C 0.901 1.953 0.907
N 1.531 0.200 -0.650
H -0.062 1.609 -1.061
H 2.136 -0.040 0.127
C 0.325 1.016 -0.206
H -0.652 -2.311 -1.101

17
Properties=species:S:1:pos:R:3 method="wB97M-V/def2-TZVPD" spin_multiplicity=1 homo_energy_ev=-9.5 gap_ev=10.1 smiles=COCCN.O e_above_lowest_kj_mol=164.1 lumo_energy_ev=0.69 charge=0 e_tot_ev=-8872.789
H -1.679 -0.866 -1.035
H 1.477 1.430 -0.215
H 0.995 2.038 1.399
O 0.002 0.444 0.611
C -1.110 -1.473 -0.305
H 1.302 1.570 -1.666
H -2.875 -1.311 0.702
C 0.253 -0.830 0.039
C 1.205 1.129 0.811
H 0.790 -1.485 0.752
H 0.914 -0.668 -0.834
N -1.985 -1.798 0.858
H 0.037 2.475 -1.734
H -1.536 -1.322 1.648
H -0.848 -2.430 -0.794
H 2.064 0.607 1.264
O 0.993 2.489 -1.501

17
Properties=species:S:1:pos:R:3 method="wB97M-V/def2-TZVPD" spin_multiplicity=1 homo_energy_ev=-9.8 gap_ev=10.7 smiles=C[C@@H](N)CO.O e_above_lowest_kj_mol=19.2 lumo_energy_ev=0.93 charge=0 e_tot_ev=-8874.291
H -0.485 -1.153 0.534
C -0.435 0.777 -0.479
H 2.169 -1.996 1.005
H -2.495 0.258 -0.149
H -0.414 2.789 -0.153
H -1.744 -0.526 -1.565
H 0.178 1.087 -1.325
C 0.259 -0.429 0.171
H 1.404 0.797 1.141
C -1.810 0.404 -0.996
N -0.398 1.950 0.413
H 2.889 -3.329 0.964
O 1.099 -0.111 1.248
H -2.237 1.143 -1.671
H 0.824 -0.975 -0.595
H -1.180 2.040 1.052
O 2.377 -2.727 0.404

17
Properties=species:S:1:pos:R:3 method="wB97M-V/def2-TZVPD" spin_multiplicity=1 homo_energy_ev=-9.4 gap_ev=10.2 smiles="C=NCC.O.O" e_above_lowest_kj_mol=128.9 lumo_energy_ev=0.84 charge=0 e_tot_ev=-8873.153
H -5.379 0.408 3.013
H 3.162 2.318 -0.854
O -5.313 -0.098 2.200
C 1.174 1.632 -0.667
H 0.365 1.141 -1.221
H -0.915 -2.976 -1.641
H -5.874 -0.834 2.496
H 2.615 -0.447 1.558
C 2.372 1.971 -1.507
H 3.537 0.741 0.580
O -0.834 -3.828 -1.201
C 2.546 0.320 0.782
H 0.080 -4.082 -1.361
H 0.729 2.550 -0.269
H 2.247 2.668 -2.336
H 2.755 1.107 -1.981
N 1.410 0.670 0.406

17
Properties=species:S:1:pos:R:3 method="wB97M-V/def2-TZVPD" spin_multiplicity=1 homo_energy_ev=-10.4 gap_ev=11.2 smiles="C=NCC.O.O" e_above_lowest_kj_mol=71.2 lumo_energy_ev=0.85 charge=0 e_tot_ev=-8873.752
H -3.995 -2.257 -0.499
H -0.451 -2.324 -1.730
H -0.735 0.840 0.516
H 1.811 2.319 0.141
H 1.012 2.696 1.627
O -0.932 -1.532 -1.475
C 0.830 2.319 0.631
N 1.022 0.023 -0.235
H -2.663 -1.501 -0.803
O -3.511 -1.449 -0.328
H 2.671 -1.175 -0.487
H -0.265 -0.847 -1.302
C 0.337 0.862 0.739
C 2.009 -0.624 0.192
H 2.267 -0.708 1.253
H 0.419 0.451 1.759
H 0.175 2.908 0.003